Version a
DFT (ωB97M-V/def2-TZVPD) results for a 7-piece molecular cluster, C50H102F9N4O8S2 overall.

Computed properties:
total charge = +1
gap between HOMO and LUMO = 4.4 eV
lowest unoccupied orbital energy = -2.77 eV

Bonds (Å) are listed after each position.
Geometry (Å):
1 C 20.73745 4.49586 8.74087  C2 1.521, H13 1.090, H14 1.090, H15 1.090
2 C 20.58293 3.31970 9.69265  C1 1.521, C3 1.517, H16 1.090, H17 1.090
3 C 20.04395 3.54233 11.09344  C2 1.517, C4 1.573, H18 1.090, H19 1.090
4 C 21.05928 4.14122 12.13474  C3 1.573, N5 1.574, H20 1.090, H21 1.090
5 N 20.48533 4.55808 13.53989  C4 1.574, C6 1.533, C9 1.591, C10 1.615
6 C 21.62398 5.13244 14.39094  N5 1.533, C7 1.508, H22 1.090, H23 1.090
7 C 21.19257 6.33486 15.19184  C6 1.508, C8 1.517, H24 1.090, H25 1.090
8 C 19.83332 6.73496 14.64952  C7 1.517, C9 1.506, H26 1.090, H27 1.090
9 C 19.56456 5.85285 13.45825  N5 1.591, C8 1.506, H28 1.090, H29 1.090
10 C 19.78962 3.29007 14.25790  N5 1.615, C11 1.522, H30 1.090, H31 1.090
11 C 19.18185 3.42664 15.64645  C10 1.522, C12 1.537, H32 1.090, H33 1.090
12 C 18.69917 2.11737 16.29124  C11 1.537, H34 1.090, H35 1.090, H36 1.090
13 H 19.80424 5.04723 8.62585  C1 1.090
14 H 20.98947 4.05977 7.77422  C1 1.090
15 H 21.56765 5.13814 9.03473  C1 1.090
16 H 21.55772 2.90087 9.94256  C2 1.090
17 H 20.14869 2.44792 9.20321  C2 1.090
18 H 19.94313 2.58392 11.60274  C3 1.090
19 H 19.05994 3.99987 11.19574  C3 1.090
20 H 21.66015 4.95758 11.73399  C4 1.090
21 H 21.76069 3.39871 12.51528  C4 1.090
22 H 21.97417 4.23209 14.89577  C6 1.090
23 H 22.48422 5.36429 13.76297  C6 1.090
24 H 21.19428 6.19658 16.27304  C7 1.090
25 H 21.82994 7.16104 14.87678  C7 1.090
26 H 19.03251 6.56295 15.36870  C8 1.090
27 H 19.84608 7.80140 14.42451  C8 1.090
28 H 18.51226 5.59654 13.33557  C9 1.090
29 H 19.70699 6.31640 12.48207  C9 1.090
30 H 20.55672 2.52908 14.11451  C10 1.090
31 H 18.91955 3.05688 13.64414  C10 1.090
32 H 18.45425 4.19732 15.90094  C11 1.090
33 H 19.99448 3.72141 16.31041  C11 1.090
34 H 19.36563 1.25939 16.20291  C12 1.090
35 H 17.82729 1.89024 15.67777  C12 1.090
36 H 18.42348 2.32785 17.32458  C12 1.090
37 C 9.05711 10.76331 16.34142  C38 1.550, H49 1.090, H50 1.090, H51 1.090
38 C 9.50833 9.28873 16.50175  C37 1.550, C39 1.554, H52 1.090, H53 1.090
39 C 11.04000 9.10748 16.69379  C38 1.554, C40 1.538, H54 1.090, H55 1.090
40 C 11.65801 9.94744 17.82447  C39 1.538, N41 1.582, H56 1.090, H57 1.090
41 N 13.22868 9.80303 17.95040  C40 1.582, C42 1.570, C45 1.578, C46 1.609
42 C 13.59887 8.32112 18.31351  N41 1.570, C43 1.545, H58 1.090, H59 1.090
43 C 14.58809 8.25260 19.49861  C42 1.545, C44 1.516, H60 1.090, H61 1.090
44 C 14.93876 9.70330 19.76345  C43 1.516, C45 1.576, H62 1.090, H63 1.090
45 C 13.69574 10.53623 19.26721  N41 1.578, C44 1.576, H64 1.090, H65 1.090
46 C 14.15586 10.33814 16.74896  N41 1.609, C47 1.553, H66 1.090, H67 1.090
47 C 13.71540 11.68057 16.10421  C46 1.553, C48 1.575, H68 1.090, H69 1.090
48 C 14.37261 12.07691 14.72922  C47 1.575, H70 1.090, H71 1.090, H72 1.090
49 H 9.79248 11.28276 15.72701  C37 1.090
50 H 9.22917 11.37392 17.22780  C37 1.090
51 H 8.00818 10.82815 16.05223  C37 1.090
52 H 9.24769 8.81125 15.55720  C38 1.090
53 H 8.93948 8.75486 17.26299  C38 1.090
54 H 11.54164 9.14273 15.72673  C39 1.090
55 H 11.23181 8.05021 16.87673  C39 1.090
56 H 11.29576 9.52215 18.76042  C40 1.090
57 H 11.60867 11.03620 17.84067  C40 1.090
58 H 13.96680 7.84104 17.40673  C42 1.090
59 H 12.65747 7.90121 18.66781  C42 1.090
60 H 15.50706 7.72889 19.23532  C43 1.090
61 H 14.17616 7.65070 20.30863  C43 1.090
62 H 15.83754 9.87206 19.17031  C44 1.090
63 H 15.17977 9.94548 20.79852  C44 1.090
64 H 13.70344 11.60564 19.05647  C45 1.090
65 H 12.87074 10.31378 19.94395  C45 1.090
66 H 14.11262 9.65575 15.90009  C46 1.090
67 H 15.14018 10.30175 17.21575  C46 1.090
68 H 13.88178 12.41566 16.89165  C47 1.090
69 H 12.62996 11.65857 16.00714  C47 1.090
70 H 14.09871 13.08470 14.41706  C48 1.090
71 H 14.06193 11.38366 13.94758  C48 1.090
72 H 15.46131 12.09300 14.77989  C48 1.090
73 C 13.83425 -4.78182 14.31148  C74 1.577, H85 1.090, H86 1.090, H87 1.090
74 C 12.92646 -4.73446 15.60059  C73 1.577, C75 1.561, H88 1.090, H89 1.090
75 C 12.15403 -6.03877 15.97184  C74 1.561, C76 1.484, H90 1.090, H91 1.090
76 C 11.31993 -5.84806 17.18391  C75 1.484, N77 1.582, H92 1.090, H93 1.090
77 N 10.24057 -6.92324 17.61115  C76 1.582, C78 1.538, C81 1.538, C82 1.546
78 C 10.95771 -8.28372 17.64639  N77 1.538, C79 1.505, H94 1.090, H95 1.090
79 C 10.20967 -9.07110 18.68889  C78 1.505, C80 1.540, H96 1.090, H97 1.090
80 C 9.94515 -7.99021 19.75348  C79 1.540, C81 1.470, H98 1.090, H99 1.090
81 C 9.59737 -6.77659 19.00052  N77 1.538, C80 1.470, H100 1.090, H101 1.090
82 C 9.11372 -6.87951 16.55345  N77 1.546, C83 1.499, H102 1.090, H103 1.090
83 C 8.19302 -5.69669 16.59051  C82 1.499, C84 1.520, H104 1.090, H105 1.090
84 C 7.45204 -5.56232 15.26994  C83 1.520, H106 1.090, H107 1.090, H108 1.090
85 H 13.24145 -5.06010 13.44013  C73 1.090
86 H 14.82281 -5.23547 14.38258  C73 1.090
87 H 14.07366 -3.72487 14.19471  C73 1.090
88 H 12.14604 -3.98157 15.49014  C74 1.090
89 H 13.44210 -4.30367 16.45886  C74 1.090
90 H 12.96661 -6.75928 16.06492  C75 1.090
91 H 11.52099 -6.38314 15.15405  C75 1.090
92 H 10.78508 -4.89831 17.18810  C76 1.090
93 H 11.93936 -5.82841 18.08059  C76 1.090
94 H 11.03720 -8.67910 16.63374  C78 1.090
95 H 11.95100 -8.09250 18.05248  C78 1.090
96 H 9.36845 -9.68917 18.37516  C79 1.090
97 H 10.85270 -9.77243 19.22063  C79 1.090
98 H 9.10859 -8.23417 20.40828  C80 1.090
99 H 10.96076 -7.81206 20.10689  C80 1.090
100 H 8.53218 -6.98925 18.90963  C81 1.090
101 H 9.86198 -5.85594 19.52059  C81 1.090
102 H 8.54550 -7.80385 16.65748  C82 1.090
103 H 9.55851 -7.06098 15.57502  C82 1.090
104 H 8.72726 -4.77296 16.81276  C83 1.090
105 H 7.46293 -5.82980 17.38885  C83 1.090
106 H 6.61517 -4.88624 15.44506  C84 1.090
107 H 7.13439 -6.56332 14.97803  C84 1.090
108 H 8.03103 -5.12110 14.45865  C84 1.090
109 C 10.10639 3.17914 4.91775  C110 1.579, H121 1.090, H122 1.090, H123 1.090
110 C 9.63750 4.66031 5.20192  C109 1.579, C111 1.528, H124 1.090, H125 1.090
111 C 9.57636 4.96494 6.69843  C110 1.528, C112 1.532, H126 1.090, H127 1.090
112 C 9.17935 6.38045 7.12850  C111 1.532, N113 1.558, H128 1.090, H129 1.090
113 N 9.50600 6.76495 8.60222  C112 1.558, C114 1.593, C117 1.496, C118 1.526
114 C 9.18716 8.29966 8.88501  N113 1.593, C115 1.457, H130 1.090, H131 1.090
115 C 10.50645 8.90779 8.77719  C114 1.457, C116 1.535, H132 1.090, H133 1.090
116 C 11.49224 7.92479 9.42463  C115 1.535, C117 1.532, H134 1.090, H135 1.090
117 C 10.97950 6.61597 8.81643  N113 1.496, C116 1.532, H136 1.090, H137 1.090
118 C 8.78880 5.83682 9.57907  N113 1.526, C119 1.578, H138 1.090, H139 1.090
119 C 7.21523 5.77099 9.48175  C118 1.578, C120 1.555, H140 1.090, H141 1.090
120 C 6.42121 5.38314 10.76093  C119 1.555, H142 1.090, H143 1.090, H144 1.090
121 H 11.03374 2.99524 5.46024  C109 1.090
122 H 10.38108 3.08927 3.86677  C109 1.090
123 H 9.39712 2.37269 5.10396  C109 1.090
124 H 8.67022 4.78809 4.71596  C110 1.090
125 H 10.42617 5.24869 4.73298  C110 1.090
126 H 10.56333 4.64397 7.03155  C111 1.090
127 H 8.96169 4.12757 7.02874  C111 1.090
128 H 8.10726 6.52478 6.99476  C112 1.090
129 H 9.74136 7.11448 6.55105  C112 1.090
130 H 8.76807 8.29558 9.89122  C114 1.090
131 H 8.39485 8.66732 8.23297  C114 1.090
132 H 10.62099 9.79567 9.39901  C115 1.090
133 H 10.72105 9.11538 7.72889  C115 1.090
134 H 11.21963 7.98671 10.47817  C116 1.090
135 H 12.46727 8.29541 9.10830  C116 1.090
136 H 11.23699 5.76223 9.44327  C117 1.090
137 H 11.45175 6.54360 7.83671  C117 1.090
138 H 9.11113 6.38385 10.46506  C118 1.090
139 H 9.36134 4.90930 9.58155  C118 1.090
140 H 6.80507 5.09320 8.73310  C119 1.090
141 H 6.96202 6.77810 9.15055  C119 1.090
142 H 6.55243 6.26174 11.39254  C120 1.090
143 H 6.78884 4.49080 11.26757  C120 1.090
144 H 5.38071 5.32959 10.44063  C120 1.090
145 C 12.79677 2.70788 13.77587  O146 1.441, O147 1.376, C148 1.576, H159 1.090
146 O 11.95108 2.49345 12.62933  C145 1.441, C152 1.415
147 O 13.25285 3.99803 13.63321  C145 1.376
148 C 12.01420 2.21653 15.05197  C145 1.576, F149 1.400, F150 1.338, F151 1.342
149 F 12.65978 2.72709 16.18493  C148 1.400
150 F 10.76490 2.68519 15.14428  C148 1.338
151 F 12.06973 0.89326 15.27126  C148 1.342
152 C 11.95767 1.22318 12.00652  O146 1.415, C153 1.532, H157 1.090, H158 1.090
153 C 13.18378 0.86589 11.16105  C152 1.532, H154 1.090, H155 1.090, H156 1.090
154 H 14.07441 0.46492 11.64488  C153 1.090
155 H 12.93848 -0.00792 10.55741  C153 1.090
156 H 13.40950 1.63261 10.41991  C153 1.090
157 H 11.02411 1.11962 11.45351  C152 1.090
158 H 11.81714 0.39881 12.70563  C152 1.090
159 H 13.68412 2.11386 13.55712  C145 1.090
160 C 8.52450 -0.35284 20.82070  F161 1.338, F162 1.343, F163 1.363, S164 1.987
161 F 8.12350 -0.72686 19.60072  C160 1.338
162 F 9.45292 -1.23419 21.22754  C160 1.343
163 F 8.96083 0.93746 20.86396  C160 1.363
164 S 6.88378 -0.65638 21.89991  C160 1.987, O165 1.477, O166 1.458, O167 1.517
165 O 6.83794 -2.13197 21.95366  S164 1.477
166 O 7.22739 -0.07908 23.19437  S164 1.458
167 O 5.66109 -0.07579 21.21554  S164 1.517
168 C 5.73947 -0.91015 8.79150  F169 1.307, F170 1.289, F171 1.314, S172 1.976
169 F 5.81761 0.37582 8.57143  C168 1.307
170 F 5.89004 -1.53714 7.67578  C168 1.289
171 F 6.61611 -1.33700 9.67242  C168 1.314
172 S 3.91854 -1.13382 9.52500  C168 1.976, O173 1.438, O174 1.473, O175 1.461
173 O 3.58808 -0.05379 10.41467  S172 1.438
174 O 2.94640 -1.08857 8.41910  S172 1.473
175 O 4.14417 -2.46433 10.08558  S172 1.461

=====

Version b
DFT (ωB97M-V/def2-TZVPD) results for a 7-piece molecular cluster, C50H102F9N4O8S2 overall.

Computed properties:
total charge = +1
gap between HOMO and LUMO = 4.5 eV
lowest unoccupied orbital energy = -2.41 eV

Bonds (Å) are listed after each position.
Geometry (Å):
1 C -1.59678 -15.65006 10.04684  C2 1.560, H13 1.093, H14 1.088, H15 1.090
2 C -0.12003 -15.15095 9.97482  C1 1.560, C3 1.523, H16 1.090, H17 1.089
3 C 0.19449 -14.27892 11.18312  C2 1.523, C4 1.518, H18 1.091, H19 1.091
4 C -0.55634 -12.96523 11.05797  C3 1.518, N5 1.519, H20 1.088, H21 1.091
5 N -0.25109 -11.92825 12.12542  C4 1.519, C6 1.536, C9 1.548, C10 1.522
6 C 1.16921 -11.35391 12.01258  N5 1.536, C7 1.539, H22 1.089, H23 1.091
7 C 1.03623 -9.89066 11.55479  C6 1.539, C8 1.539, H24 1.087, H25 1.087
8 C -0.32485 -9.49444 12.15366  C7 1.539, C9 1.527, H26 1.092, H27 1.087
9 C -1.17928 -10.72153 11.84363  N5 1.548, C8 1.527, H28 1.086, H29 1.089
10 C -0.50487 -12.25077 13.59118  N5 1.522, C11 1.549, H30 1.087, H31 1.090
11 C -1.85004 -12.98218 13.82613  C10 1.549, C12 1.528, H32 1.090, H33 1.089
12 C -2.05800 -13.27000 15.31246  C11 1.528, H34 1.090, H35 1.091, H36 1.091
13 H -1.66525 -16.20912 10.98337  C1 1.093
14 H -1.83292 -16.31610 9.22023  C1 1.088
15 H -2.34440 -14.86490 10.16011  C1 1.090
16 H 0.10863 -14.62754 9.04611  C2 1.090
17 H 0.44472 -16.07980 10.04056  C2 1.089
18 H 1.24097 -13.97404 11.23524  C3 1.091
19 H -0.14354 -14.83493 12.05872  C3 1.091
20 H -1.63975 -13.03465 11.13616  C4 1.088
21 H -0.28848 -12.55495 10.08311  C4 1.091
22 H 1.73670 -11.35106 12.94248  C6 1.089
23 H 1.78916 -11.99164 11.38152  C6 1.091
24 H 1.78306 -9.24284 12.00606  C7 1.087
25 H 0.94349 -9.73426 10.48266  C7 1.087
26 H -0.22678 -9.41477 13.23791  C8 1.092
27 H -0.70461 -8.55142 11.76981  C8 1.087
28 H -2.12235 -10.71912 12.38177  C9 1.086
29 H -1.40330 -10.77922 10.77905  C9 1.089
30 H -0.41539 -11.32574 14.15450  C10 1.087
31 H 0.31490 -12.90013 13.89907  C10 1.090
32 H -1.77898 -13.91145 13.26172  C11 1.090
33 H -2.65707 -12.37152 13.42466  C11 1.089
34 H -3.11248 -13.43192 15.53378  C12 1.090
35 H -1.71619 -12.48941 15.99439  C12 1.091
36 H -1.53247 -14.16916 15.63603  C12 1.091
37 C 5.51105 -16.41307 6.99134  C38 1.532, H49 1.095, H50 1.081, H51 1.092
38 C 4.58165 -15.39310 6.32555  C37 1.532, C39 1.539, H52 1.095, H53 1.093
39 C 3.50752 -16.05349 5.44355  C38 1.539, C40 1.534, H54 1.091, H55 1.095
40 C 2.62331 -15.01889 4.73586  C39 1.534, N41 1.521, H56 1.088, H57 1.089
41 N 1.63294 -15.61366 3.74649  C40 1.521, C42 1.512, C45 1.523, C46 1.504
42 C 2.33801 -16.04178 2.47990  N41 1.512, C43 1.528, H58 1.092, H59 1.089
43 C 1.39627 -15.84858 1.29284  C42 1.528, C44 1.535, H60 1.088, H61 1.092
44 C 0.30026 -14.93223 1.85304  C43 1.535, C45 1.523, H62 1.093, H63 1.088
45 C 0.81088 -14.45100 3.20506  N41 1.523, C44 1.523, H64 1.084, H65 1.089
46 C 0.72446 -16.70774 4.23526  N41 1.504, C47 1.528, H66 1.091, H67 1.089
47 C -0.20150 -16.33747 5.39267  C46 1.528, C48 1.541, H68 1.093, H69 1.094
48 C -1.11145 -17.53812 5.71922  C47 1.541, H70 1.087, H71 1.088, H72 1.093
49 H 6.15763 -16.72589 6.16482  C37 1.095
50 H 5.05377 -17.22287 7.54315  C37 1.081
51 H 6.20435 -15.76173 7.52789  C37 1.092
52 H 5.19850 -14.74442 5.69530  C38 1.095
53 H 4.08537 -14.70779 7.01739  C38 1.093
54 H 2.86345 -16.71144 6.02849  C39 1.091
55 H 3.99375 -16.61553 4.63884  C39 1.095
56 H 3.19518 -14.26696 4.19534  C40 1.088
57 H 2.04774 -14.47664 5.48508  C40 1.089
58 H 2.68976 -17.07081 2.57943  C42 1.092
59 H 3.26792 -15.49027 2.34961  C42 1.089
60 H 1.03318 -16.77982 0.86327  C43 1.088
61 H 2.05173 -15.45452 0.51358  C43 1.092
62 H -0.60930 -15.53788 1.86878  C44 1.093
63 H -0.01459 -14.08553 1.24663  C44 1.088
64 H 0.08670 -14.12179 3.94080  C45 1.084
65 H 1.46249 -13.59937 3.01673  C45 1.089
66 H 1.43414 -17.48801 4.51323  C46 1.091
67 H 0.11977 -17.11642 3.42674  C46 1.089
68 H -0.81016 -15.46863 5.13037  C47 1.093
69 H 0.31566 -15.92600 6.26412  C47 1.094
70 H -0.64479 -18.51464 5.62288  C48 1.087
71 H -2.04262 -17.30199 5.20935  C48 1.088
72 H -1.36054 -17.50171 6.78285  C48 1.093
73 C 3.54315 -11.84516 1.94044  C74 1.512, H85 1.091, H86 1.091, H87 1.096
74 C 4.09008 -10.44470 1.77820  C73 1.512, C75 1.543, H88 1.091, H89 1.092
75 C 4.65150 -10.01484 3.14920  C74 1.543, C76 1.557, H90 1.087, H91 1.094
76 C 5.70582 -10.97613 3.77259  C75 1.557, N77 1.520, H92 1.087, H93 1.091
77 N 6.36025 -10.36838 5.00235  C76 1.520, C78 1.536, C81 1.606, C82 1.535
78 C 7.62233 -9.63906 4.51723  N77 1.536, C79 1.526, H94 1.083, H95 1.091
79 C 7.96718 -8.54078 5.51939  C78 1.526, C80 1.495, H96 1.092, H97 1.087
80 C 6.62154 -8.15309 6.04148  C79 1.495, C81 1.537, H98 1.093, H99 1.091
81 C 5.62330 -9.32008 5.97034  N77 1.606, C80 1.537, H100 1.085, H101 1.085
82 C 6.73130 -11.53923 5.92270  N77 1.535, C83 1.538, H102 1.090, H103 1.093
83 C 7.63217 -12.62168 5.30468  C82 1.538, C84 1.532, H104 1.087, H105 1.096
84 C 8.38438 -13.41047 6.38070  C83 1.532, H106 1.093, H107 1.089, H108 1.089
85 H 2.71820 -11.80649 2.65328  C73 1.091
86 H 4.34508 -12.53610 2.20313  C73 1.091
87 H 3.17873 -12.25908 0.99357  C73 1.096
88 H 3.35243 -9.70163 1.47191  C74 1.091
89 H 4.90480 -10.36018 1.05541  C74 1.092
90 H 3.87562 -10.00126 3.91078  C75 1.087
91 H 5.04549 -8.99413 3.14881  C75 1.094
92 H 6.43089 -11.45129 3.11659  C76 1.087
93 H 5.05132 -11.77098 4.13439  C76 1.091
94 H 8.42712 -10.34608 4.35533  C78 1.083
95 H 7.29480 -9.17969 3.58400  C78 1.091
96 H 8.58063 -9.04270 6.27109  C79 1.092
97 H 8.58833 -7.85661 4.94625  C79 1.087
98 H 6.69914 -7.82745 7.08176  C80 1.093
99 H 6.22606 -7.24094 5.59214  C80 1.091
100 H 5.45330 -9.68639 6.97769  C81 1.085
101 H 4.69411 -8.94217 5.55660  C81 1.085
102 H 5.74573 -11.85578 6.26521  C82 1.090
103 H 7.23275 -11.08938 6.78283  C82 1.093
104 H 8.31437 -12.20254 4.56887  C83 1.087
105 H 6.94875 -13.27143 4.74606  C83 1.096
106 H 9.25707 -12.76795 6.52570  C84 1.093
107 H 8.81351 -14.37405 6.11021  C84 1.089
108 H 7.75631 -13.58176 7.25308  C84 1.089
109 C 1.83643 -5.39211 3.72786  C110 1.525, H121 1.088, H122 1.092, H123 1.090
110 C 1.33064 -6.69762 4.33230  C109 1.525, C111 1.545, H124 1.095, H125 1.090
111 C -0.05943 -7.09487 3.78627  C110 1.545, C112 1.511, H126 1.098, H127 1.094
112 C -0.70302 -8.26435 4.49356  C111 1.511, N113 1.487, H128 1.093, H129 1.090
113 N -1.91839 -8.87558 3.89205  C112 1.487, C114 1.534, C117 1.548, C118 1.516
114 C -3.07323 -7.87560 3.75594  N113 1.534, C115 1.515, H130 1.091, H131 1.087
115 C -4.32757 -8.72505 3.73792  C114 1.515, C116 1.523, H132 1.087, H133 1.088
116 C -4.02383 -9.86992 4.69608  C115 1.523, C117 1.516, H134 1.091, H135 1.089
117 C -2.51953 -9.90826 4.87641  N113 1.548, C116 1.516, H136 1.087, H137 1.092
118 C -1.73289 -9.59170 2.56840  N113 1.516, C119 1.516, H138 1.089, H139 1.089
119 C -0.35013 -10.18290 2.37760  C118 1.516, C120 1.531, H140 1.093, H141 1.090
120 C -0.26781 -10.99053 1.07913  C119 1.531, H142 1.094, H143 1.093, H144 1.088
121 H 2.48214 -4.80418 4.37719  C109 1.088
122 H 0.94729 -4.78638 3.54322  C109 1.092
123 H 2.41309 -5.59224 2.82455  C109 1.090
124 H 1.16903 -6.54346 5.40387  C110 1.095
125 H 1.95558 -7.58236 4.20753  C110 1.090
126 H 0.03847 -7.29783 2.71206  C111 1.098
127 H -0.69265 -6.21062 3.90205  C111 1.094
128 H -0.96061 -7.82252 5.45989  C112 1.093
129 H -0.06257 -9.12645 4.67939  C112 1.090
130 H -2.90091 -7.40660 2.78633  C114 1.091
131 H -3.01684 -7.07218 4.48564  C114 1.087
132 H -4.57264 -9.16286 2.77420  C115 1.087
133 H -5.12203 -8.11064 4.15681  C115 1.088
134 H -4.43600 -10.80183 4.30532  C116 1.091
135 H -4.57586 -9.70921 5.62150  C116 1.089
136 H -1.94264 -10.82922 4.83536  C117 1.087
137 H -2.28099 -9.41916 5.82276  C117 1.092
138 H -1.98048 -8.85161 1.80955  C118 1.089
139 H -2.44278 -10.41730 2.53370  C118 1.089
140 H -0.08419 -10.87464 3.18058  C119 1.093
141 H 0.39265 -9.39502 2.24910  C119 1.090
142 H -0.33216 -10.35292 0.19193  C120 1.094
143 H -1.11454 -11.66740 0.93914  C120 1.093
144 H 0.68808 -11.50372 1.00160  C120 1.088
145 C 3.84155 -5.32394 7.69545  O146 1.457, O147 1.336, C148 1.555, H159 1.107
146 O 3.52651 -6.50881 8.48237  C145 1.457, C152 1.409
147 O 4.27472 -4.37418 8.52883  C145 1.336
148 C 4.82969 -5.75413 6.57402  C145 1.555, F149 1.340, F150 1.349, F151 1.360
149 F 5.30989 -4.74119 5.84033  C148 1.340
150 F 5.89048 -6.39616 7.10424  C148 1.349
151 F 4.20174 -6.63910 5.75404  C148 1.360
152 C 2.17162 -6.89174 8.53528  O146 1.409, C153 1.543, H157 1.093, H158 1.091
153 C 2.01507 -8.40825 8.29908  C152 1.543, H154 1.101, H155 1.086, H156 1.094
154 H 0.92405 -8.54990 8.26670  C153 1.101
155 H 2.53396 -8.81901 7.43796  C153 1.086
156 H 2.24866 -8.96965 9.20858  C153 1.094
157 H 1.60093 -6.40732 7.73947  C152 1.093
158 H 1.78874 -6.71280 9.54136  C152 1.091
159 H 2.93782 -4.86225 7.25447  C145 1.107
160 C 1.54932 -11.65919 7.85268  F161 1.339, F162 1.333, F163 1.318, S164 1.902
161 F 0.49798 -10.93152 8.25184  C160 1.339
162 F 2.63739 -11.10114 8.38261  C160 1.333
163 F 1.39332 -12.90270 8.25938  C160 1.318
164 S 1.84964 -11.55579 5.97783  C160 1.902, O165 1.456, O166 1.469, O167 1.460
165 O 3.21397 -12.04264 5.82664  S164 1.456
166 O 0.85781 -12.43300 5.34221  S164 1.469
167 O 1.71357 -10.14787 5.61637  S164 1.460
168 C 4.15934 -14.71268 9.89633  F169 1.336, F170 1.361, F171 1.350, S172 1.858
169 F 4.77848 -13.61427 9.45448  C168 1.336
170 F 2.89892 -14.65269 9.38761  C168 1.361
171 F 4.68516 -15.80294 9.29860  C168 1.350
172 S 4.18642 -14.92196 11.74246  C168 1.858, O173 1.460, O174 1.468, O175 1.444
173 O 3.08124 -15.85010 11.96437  S172 1.460
174 O 5.54590 -15.38879 12.04025  S172 1.468
175 O 3.88734 -13.58089 12.18547  S172 1.444

=====

Need the numbers? Relative energies in kJ/mol: version a 758.0; version b 0.0.